{"formula": "C6H24O6", "method": "ωB97M-V with the def2-TZVPD basis set", "gap_ev": 10.56, "lumo_ev": 0.52, "molar_mass_g_mol": 192.25, "e_homo_ev": -10.037, "relative_energy_kcal_mol": 82.4, "symbols": ["C", "O", "H", "H", "H", "H", "C", "O", "H", "H", "H", "H", "C", "O", "H", "H", "H", "H", "C", "O", "H", "H", "H", "H", "C", "O", "H", "H", "H", "H", "C", "O", "H", "H", "H", "H"], "positions_angstrom": [[-2.78260, -2.88505, -2.25478], [-1.92711, -1.79089, -1.93037], [-2.55055, -3.70827, -1.58452], [-3.84228, -2.64045, -2.11919], [-2.63707, -3.22720, -3.28293], [-2.13716, -1.06382, -2.52328], [3.20108, -1.01028, -0.29450], [4.49335, -0.63202, -0.77003], [2.65354, -1.43674, -1.13408], [3.26412, -1.79076, 0.46735], [2.66336, -0.14945, 0.10215], [5.10128, -0.66572, -0.02667], [-4.53147, -0.08716, 0.06244], [-5.54769, -1.07348, 0.27343], [-3.83938, -0.43081, -0.70363], [-4.99299, 0.85786, -0.23603], [-3.96728, 0.12801, 0.97256], [-5.49639, -1.38314, 1.17950], [1.07090, 0.91770, 3.74442], [2.36854, 1.04889, 4.33547], [0.72255, -0.08130, 3.98070], [0.39406, 1.65818, 4.17910], [1.11595, 1.06341, 2.66426], [2.75977, 1.86219, 4.00671], [-0.56745, 0.61644, -0.31448], [-1.05232, -0.43488, 0.47032], [0.30204, 0.31667, -0.91444], [-1.33169, 1.06806, -0.95716], [-0.19235, 1.39559, 0.35394], [-1.41207, -1.12105, -0.10452], [2.82477, 2.65258, -1.27508], [4.15244, 2.30542, -0.97739], [2.11879, 1.85047, -1.02189], [2.56549, 3.51407, -0.66105], [2.68276, 2.90704, -2.33114], [4.35303, 1.44990, -1.37521]], "forces_ev_per_angstrom": [[-0.320, -0.131, -0.078], [-0.096, -0.130, -0.024], [0.141, 0.056, 0.051], [0.122, 0.098, 0.035], [0.093, 0.057, 0.039], [0.050, 0.028, -0.007], [0.124, -0.234, -0.098], [-0.083, -0.142, -0.010], [-0.037, 0.145, -0.042], [0.009, 0.111, 0.052], [-0.069, 0.011, 0.074], [0.035, 0.129, -0.037], [-0.261, 0.119, 0.383], [0.180, 0.158, -0.092], [0.040, 0.026, -0.045], [-0.036, -0.130, -0.183], [0.076, -0.179, -0.064], [0.018, 0.008, -0.008], [0.466, 0.381, 0.321], [-0.132, -0.097, -0.172], [-0.101, -0.059, -0.094], [-0.162, -0.100, -0.077], [-0.106, -0.153, -0.061], [0.037, 0.011, 0.044], [0.527, 0.280, -0.063], [-0.153, -0.172, 0.491], [-0.213, -0.063, -0.187], [0.007, -0.059, -0.049], [-0.198, -0.024, 0.058], [0.040, 0.058, -0.248], [-0.353, -0.082, 0.010], [0.258, 0.024, 0.003], [0.061, 0.038, -0.039], [0.019, 0.072, -0.084], [0.013, 0.060, 0.032], [0.004, -0.115, 0.166]]}

{"formula": "C6H25N2O5", "method": "ωB97M-V with the def2-TZVPD basis set", "s_squared": 0.769, "gap_ev": [10.52, 6.66], "lumo_ev": [-6.72, -10.57], "multiplicity": 2, "molar_mass_g_mol": 205.28, "e_homo_ev": [-17.234, -17.234], "relative_energy_kcal_mol": 25.4, "charge": 2, "symbols": ["C", "C", "C", "C", "N", "C", "C", "N", "H", "H", "H", "H", "H", "H", "H", "H", "H", "H", "H", "H", "H", "H", "H", "H", "H", "O", "H", "H", "O", "H", "H", "O", "H", "H", "O", "H", "H", "O"], "positions_angstrom": [[-0.52472, -1.94763, -0.78645], [-0.19417, -1.35512, -2.16366], [-0.05994, 0.16164, -2.08157], [-0.21392, 0.87244, -0.96619], [-0.32977, 2.25411, -0.91211], [0.01363, 2.90345, 0.29517], [1.47244, 3.06683, 0.45492], [0.65037, -2.11201, 0.07555], [-0.96689, -2.95459, -0.98055], [-1.31673, -1.36171, -0.24053], [0.63996, -1.83247, -2.83626], [-1.00471, -1.64860, -2.87800], [0.20851, 0.63720, -3.09375], [-0.46670, 0.38777, -0.04820], [-0.20840, 2.65740, -1.75197], [-0.37376, 2.21655, 1.09792], [-0.41715, 3.94341, 0.19373], [2.01265, 3.93962, -0.03900], [1.70814, 3.05485, 1.52947], [1.94762, 2.12102, -0.08225], [1.19385, -1.15830, 0.02196], [1.31465, -2.87671, -0.18288], [0.32426, -2.11687, 1.06799], [-3.13174, -0.39307, 1.04867], [-4.10178, -0.58532, 2.19886], [-3.18521, -0.66161, 1.97520], [3.70387, -1.64846, 2.88411], [2.82230, -2.94900, 3.01003], [3.02507, -2.12534, 2.59950], [-0.23783, -0.08617, 2.39872], [-1.58595, -0.66137, 2.54277], [-0.71520, -0.89701, 2.34757], [2.11644, 0.69456, -0.63461], [3.32692, -0.17562, -0.12613], [2.51037, -0.24149, -0.60561], [-4.03893, 0.10388, -2.12444], [-2.58708, 0.60771, -1.83250], [-3.33046, 0.16603, -1.37548]], "forces_ev_per_angstrom": [[-1.404, -1.770, -1.215], [0.477, 0.335, -0.800], [0.761, -1.769, -4.519], [-1.590, 2.952, 1.247], [0.721, -5.254, 1.886], [-2.076, 1.783, 0.778], [3.481, -1.228, -1.248], [0.942, 2.114, 0.902], [0.265, 0.734, 0.418], [0.941, -0.655, -0.585], [-0.792, 0.867, 1.850], [-0.018, 0.760, 0.622], [-0.528, -0.378, 1.696], [0.170, -0.136, 0.715], [0.410, 2.451, -3.663], [-0.004, 1.323, -0.470], [-0.192, -1.214, 0.935], [-1.184, -0.929, 0.614], [0.190, 0.016, -0.476], [-0.479, 2.032, 1.567], [0.060, -2.127, 0.050], [-0.768, 0.713, 0.406], [0.284, -0.524, -0.297], [-0.296, -0.029, 0.014], [-0.910, 0.041, 0.389], [0.498, 0.142, -0.632], [4.558, 2.305, 2.565], [0.611, -0.498, 0.970], [-5.272, -1.788, -3.653], [0.839, 0.807, 0.522], [-3.013, 0.255, 0.609], [2.962, -1.202, -1.235], [1.435, -2.109, 0.021], [0.878, 0.062, 0.476], [-1.921, 1.937, -0.540], [1.675, 0.096, 2.117], [-0.783, -0.215, 0.277], [-0.926, 0.099, -2.312]]}

Quick rundown of E, same order as above: -694.3210, -728.6230 hartree